Entry 1:
Below is C29H42B2F4HfN6O5 as an isolated structure, with properties calculated with wB97M-V/def2-TZVPD.

Structure (XYZ):
```
89
Properties=species:S:1:pos:R:3:lowdin_charge:R:1
Hf 0.20404 0.19187 0.25815 1.7661
C -4.48271 0.77835 0.65066 0.0503
C -3.04933 0.79784 0.27496 -0.2070
N -2.13269 0.03386 0.73943 -0.0217
O -2.54374 -0.91261 1.64628 0.1378
B -1.76925 -1.13197 2.78665 -0.7259
F -2.03231 -2.20941 3.45980 0.3450
F 0.03727 -1.60335 0.94970 -0.3696
O -0.83183 -0.25937 3.32097 0.1617
N -0.35311 0.74189 2.50950 -0.0030
C -0.07631 1.85139 3.08219 -0.1808
C -0.24461 2.16552 4.52034 0.0527
C 0.44239 2.89090 2.11286 -0.1831
N 0.55003 2.44717 0.91675 -0.0059
O 1.00977 3.34515 -0.02354 0.1403
B 0.48709 3.29848 -1.31129 -0.7308
F 1.08945 4.01684 -2.20833 0.3461
F 1.23062 0.68996 -1.30297 -0.3782
O -0.68542 2.66318 -1.70054 0.1469
N -1.24213 1.74091 -0.84596 -0.0090
C -2.51179 1.82164 -0.69853 -0.1941
C -3.41290 2.80943 -1.33774 0.0529
C 0.72998 4.27332 2.56284 0.0514
H -4.73122 -0.09454 1.24514 0.1056
H -5.10936 0.81466 -0.24226 0.1147
H -4.71779 1.67816 1.22800 0.1295
H -0.71927 1.35062 5.05628 0.1057
H -0.83063 3.07894 4.64093 0.1203
H 0.73533 2.35922 4.96588 0.1243
H -2.86140 3.55952 -1.89396 0.1065
H -4.03797 3.29003 -0.58272 0.1200
H -4.09164 2.29348 -2.02345 0.1243
H 1.32027 4.25519 3.48019 0.1152
H -0.21023 4.77760 2.80764 0.1294
H 1.24561 4.84811 1.80042 0.1056
C -2.02116 -4.93228 -5.65592 -0.0076
C -2.72017 -4.88637 -4.28638 -0.5511
C -4.20540 -4.57652 -4.46980 -0.0321
C -2.55304 -6.22979 -3.55434 -0.0077
C -2.04716 -3.81245 -3.45178 -0.1013
C -2.66319 -2.68830 -2.93776 0.1831
C -1.93955 -1.71777 -2.13915 -0.0129
N -0.69203 -1.78391 -1.81570 0.1325
C -0.00581 -2.88265 -2.33222 -0.0820
C -0.69129 -3.87314 -3.14774 0.1929
C 1.35239 -3.01930 -2.06735 -0.0751
C 2.14167 -4.08833 -2.68971 0.1957
C 3.51539 -4.19073 -2.54260 -0.1017
C 4.05285 -3.20084 -1.73321 0.2053
C 3.21957 -2.19056 -1.09343 0.0089
N 1.94655 -2.08817 -1.23528 0.1412
C 4.30927 -5.29482 -3.21907 -0.5516
C 5.80107 -5.15291 -2.91702 -0.0321
C 4.07497 -5.19658 -4.73660 -0.0095
C 3.78994 -6.64112 -2.68482 -0.0077
H -2.48536 -5.71119 -6.26003 0.1146
H -0.96099 -5.18955 -5.57700 0.0860
H -2.11475 -3.98878 -6.19496 0.1053
H -4.66392 -5.36663 -5.06167 0.1135
H -4.36692 -3.64037 -5.01043 0.1026
H -4.73823 -4.54010 -3.51621 0.1027
H -3.02470 -7.01175 -4.14873 0.1142
H -3.02762 -6.22116 -2.57254 0.1049
H -1.50412 -6.51777 -3.43927 0.0877
H -3.71669 -2.50290 -3.11574 0.1433
H -2.50366 -0.86594 -1.77891 0.1148
H -0.14085 -4.71149 -3.54264 0.1188
H 1.66159 -4.82099 -3.31865 0.1198
H 5.12060 -3.16591 -1.54326 0.1454
H 3.71289 -1.47993 -0.43967 0.1331
H 6.20845 -4.20744 -3.28410 0.1037
H 6.34246 -5.95132 -3.42122 0.1136
H 6.01690 -5.24943 -1.84971 0.1030
H 4.41454 -4.24275 -5.14180 0.1052
H 3.02671 -5.34655 -5.01049 0.0857
H 4.63768 -5.98982 -5.22764 0.1139
H 3.93757 -6.73837 -1.60859 0.1050
H 4.33581 -7.44715 -3.17382 0.1142
H 2.73056 -6.79531 -2.90986 0.0875
C 3.81561 1.69694 0.63867 0.0288
C 3.25140 0.65846 1.53897 -0.4055
C 4.01719 0.23634 2.73457 0.0364
O 2.14065 0.13948 1.31186 -0.1047
H 4.89859 1.60166 0.55961 0.1181
H 3.64250 2.67304 1.10798 0.1222
H 3.33734 1.69152 -0.33779 0.0857
H 4.93913 -0.25718 2.40959 0.1212
H 3.44344 -0.42859 3.37340 0.1064
H 4.35604 1.11950 3.28355 0.1226
```

ΔE to the lowest compared entry with this formula, charge and spin: 0.0000 eV
orbital gap (alpha / beta): 4.515 / 4.512 eV
LUMO energy (alpha / beta): -15.8955 / -15.8986 eV
total charge: +4
calculated total energy: -63429.9118 eV
2S+1: 1


Entry 2:
Below is C29H42B2IrN8S4 as an isolated structure at a distorted geometry, with properties calculated with wB97M-V/def2-TZVPD.

Structure (XYZ):
```
86
Properties=species:S:1:pos:R:3:lowdin_charge:R:1
Ir -0.69002 -3.21987 -1.40516 0.9161
C 4.64521 -2.87922 -0.03750 -0.0543
C 3.56909 -1.87059 0.20521 -0.2365
C 3.77627 -0.74809 0.93421 0.0817
C 2.71192 0.15989 1.18975 -0.1857
N 1.53340 -0.03390 0.67483 0.1868
N 1.31611 -1.14260 -0.07375 0.0121
B -0.18062 -1.27171 -0.44921 -0.7309
N -0.71504 -0.15926 -1.39040 -0.0203
N 0.10234 0.82498 -1.77777 0.2074
C -0.39150 1.78817 -2.51732 -0.1845
C -1.76210 1.80118 -2.87600 0.0865
C -2.59180 0.78452 -2.51103 -0.2319
C -4.03672 0.73425 -2.88768 -0.0343
C -2.00233 -0.25800 -1.75285 -0.5968
S -2.86159 -1.67556 -1.30042 0.8204
C 0.56420 2.84848 -3.04108 -0.5448
C 1.76323 3.00215 -2.11046 -0.0511
C -0.15273 4.19781 -3.16976 -0.0396
C 1.04626 2.38678 -4.42443 -0.0458
N -0.99612 -1.16843 0.91248 -0.0495
N -1.34414 0.05466 1.27995 0.2030
C -2.04315 0.20045 2.38352 -0.1680
C -2.33334 -0.91022 3.20400 0.0986
C -1.98320 -2.17678 2.81818 -0.2130
C -2.33424 -3.39534 3.61278 -0.0316
C -1.33158 -2.26916 1.57077 -0.5513
S -1.04457 -3.80365 0.78870 0.7441
C -2.54813 1.58788 2.72538 -0.5403
C -2.20126 2.57752 1.61528 -0.0399
C -1.91569 2.03996 4.04884 -0.0172
C -4.07541 1.51418 2.88317 -0.0262
C 2.23986 -2.08930 -0.28306 -0.5808
S 1.88222 -3.57555 -1.04100 0.7320
C 2.93426 1.34824 2.10883 -0.5366
C 3.53508 0.83705 3.42981 -0.0329
C 3.92934 2.31754 1.45023 -0.0187
C 1.61522 2.05955 2.40012 -0.0542
H 5.61431 -2.47449 0.24372 0.0936
H 4.67785 -3.18107 -1.08397 0.0795
H 4.45899 -3.77887 0.55231 0.0975
H 4.75444 -0.55543 1.35294 0.1351
H -2.14761 2.61246 -3.47746 0.1319
H -4.26371 1.48031 -3.64560 0.0953
H -4.66242 0.92869 -2.01421 0.1006
H -4.30970 -0.25110 -3.26602 0.0788
H 1.45567 3.41871 -1.15106 0.0850
H 2.48390 3.68408 -2.56191 0.0971
H 2.25123 2.04654 -1.93116 0.0729
H -0.68919 4.45875 -2.25569 0.0972
H -0.85361 4.21967 -4.00460 0.0843
H 0.58564 4.97733 -3.35447 0.0979
H 1.62561 1.46549 -4.34320 0.0616
H 1.68578 3.15097 -4.86510 0.0997
H 0.20806 2.21850 -5.10350 0.0830
H -2.86057 -0.76383 4.13679 0.1383
H -2.52902 -3.13131 4.64951 0.0970
H -1.54049 -4.14035 3.58251 0.0799
H -3.23594 -3.85826 3.20603 0.1066
H -1.12629 2.62997 1.44519 0.0639
H -2.55744 3.56690 1.89902 0.0983
H -2.68160 2.29826 0.67565 0.0809
H -0.83304 2.13459 3.96026 0.0704
H -2.13637 1.34758 4.86170 0.0876
H -2.31878 3.01274 4.32707 0.1010
H -4.54684 1.09458 1.99315 0.0938
H -4.46906 2.51884 3.03109 0.0985
H -4.37331 0.91783 3.74491 0.0856
H 4.58327 0.55788 3.32590 0.0859
H 2.98458 -0.02073 3.81988 0.0948
H 3.48676 1.63214 4.17294 0.0966
H 4.80646 1.79878 1.06001 0.0865
H 4.27496 3.03840 2.19078 0.0990
H 3.46664 2.86609 0.63447 0.0783
H 0.96771 1.42899 3.01289 0.0706
H 1.08083 2.29615 1.48264 0.0628
H 1.81249 2.98298 2.94343 0.1015
B -0.38732 -7.70004 -3.04466 -0.1179
C -0.62652 -6.29588 -2.43844 -0.0836
N -0.77888 -5.26651 -1.94805 -0.0148
H 0.69631 -7.74340 -3.60767 0.1181
H -1.03064 -8.55425 -2.50163 0.0858
H -0.78697 -8.03095 -4.21657 0.1846
S 0.44248 -1.06081 -5.38879 0.9085
C 0.02213 -1.88417 -4.12320 -0.7913
N -0.30952 -2.51080 -3.16499 -0.1302
```

ΔE to the lowest compared entry with this formula, charge and spin: 0.0523 eV
orbital gap (alpha / beta): 6.574 / 4.710 eV
LUMO energy (alpha / beta): -5.5916 / -8.9130 eV
total charge: +2
calculated total energy: -90191.9858 eV
2S+1: 6